Record 1
154
Properties=species:S:1:pos:R:3:forces:R:3 method="wB97M-V/def2-TZVPD" fmax_ev_per_a=0.695 smiles="COCCCCCCCB1OBOBO1.CN(C)C=O.CN(C)C=O.CN(C)C=O.CN(C)C=O.CN(C)C=O.CN(C)C=O.CN(C)C=O.CN(C)C=O.CN(C)C=O.CN(C)C=O" gap_ev=9.1 charge=0
O -5.13899 6.09980 -5.01660 -0.01 -0.04 0.00
H -9.36439 -0.04310 -3.63766 0.00 0.00 0.00
H 0.43688 0.63586 -2.95500 0.01 0.00 -0.01
H 8.05507 -14.54385 -1.27732 0.00 0.00 0.01
H 9.63465 -14.20855 -2.00946 0.01 0.00 0.00
O -4.34706 -0.67838 4.61485 0.28 0.05 0.07
C 4.43776 -2.64648 -0.41329 0.09 0.02 0.01
C -8.94033 -3.32259 -3.03258 -0.03 0.01 -0.06
H 0.84965 2.43964 3.35245 -0.11 -0.06 0.01
C 8.74421 -11.53713 -0.56095 0.02 0.05 0.04
H 0.19664 3.10572 5.88324 -0.02 -0.04 0.07
H 2.83505 4.87246 0.95284 0.00 -0.01 0.01
N -1.99583 5.35930 -1.90768 -0.03 -0.01 0.00
H 4.56961 9.01322 6.13716 0.00 0.00 0.01
C -4.72440 5.70171 -6.08841 -0.01 0.02 0.02
C -7.02715 -3.26406 0.22696 0.09 -0.05 0.04
H 3.49697 -3.07498 -0.07263 0.00 -0.01 0.00
H 4.95824 -6.00447 -3.65592 0.00 0.00 -0.01
H 0.62050 -0.91355 2.97647 -0.16 -0.12 0.05
H -2.22946 5.55616 -8.03386 0.00 -0.01 0.00
H -2.57304 -0.54841 -1.39217 -0.01 0.00 0.00
H 6.02400 -8.25814 -0.46455 0.01 -0.03 0.00
H 0.10354 1.36702 6.07984 0.03 -0.04 -0.03
H 7.57971 -7.89020 -1.19954 0.01 -0.02 0.01
H 2.38939 0.30957 4.86864 -0.12 -0.01 0.12
H 1.23230 4.19930 0.61777 0.00 -0.01 -0.03
C -0.56472 -0.14658 0.08731 0.06 -0.02 0.02
O -5.74985 -6.51760 -0.56796 0.00 0.01 0.00
O 8.43195 -10.37201 -0.71065 -0.02 -0.04 -0.02
N 8.52600 -12.50419 -1.47462 -0.01 -0.04 -0.03
H 1.43765 -0.15785 -1.72478 0.03 0.03 -0.03
H -1.40998 6.92728 -0.63323 0.00 0.00 0.00
H 6.07842 -7.30686 -4.08158 0.00 0.00 0.00
H 2.61961 7.24362 1.96730 -0.01 0.00 -0.01
B -3.91064 -1.71446 3.83258 0.20 -0.06 0.05
C 1.68353 0.58695 4.08392 -0.10 -0.03 -0.25
C -1.77298 -0.18726 -2.03685 0.01 0.01 0.02
H -4.72153 -0.29396 0.97962 0.25 0.05 -0.12
H -7.85654 -3.42416 -0.45598 -0.01 0.04 0.02
C 7.87195 -12.13976 -2.71842 0.00 0.00 0.01
H 2.24202 0.58140 3.14542 0.13 0.03 0.08
C 5.48197 9.37504 5.66627 0.00 0.01 -0.03
H 0.02688 -2.99018 6.03370 0.04 -0.01 -0.02
H 5.77798 -2.31722 -3.33498 0.00 0.00 0.00
B -4.11820 0.63066 4.17722 0.05 0.02 -0.18
C 4.02396 9.40072 3.70259 -0.06 0.00 -0.01
C -1.38016 2.21543 4.75119 0.08 -0.19 0.05
H -1.52607 -0.50324 0.49188 -0.05 -0.04 0.01
H -2.11307 0.72586 -2.53038 -0.01 0.01 0.00
H -7.36496 -5.40851 -1.11681 0.00 0.00 0.00
C 5.96929 -5.69196 -1.37025 -0.03 0.08 -0.07
H -4.08691 -4.56987 0.45645 0.01 0.00 0.01
O -0.20114 5.47742 3.82408 0.01 0.02 -0.03
C -3.86738 1.76374 5.20848 -0.02 -0.02 0.04
H 9.24148 -11.90622 0.35137 0.00 0.00 0.00
C -4.98366 -4.44138 1.06371 -0.01 -0.04 -0.04
H -7.42924 -3.07575 1.22505 -0.01 0.02 0.00
O -8.40725 -0.86544 -2.03919 -0.01 0.01 -0.02
O 6.44403 -5.52577 -0.26194 -0.01 0.01 -0.01
H 6.26150 8.62251 5.80187 0.00 -0.01 0.00
H 5.50770 -4.86748 -1.94459 -0.01 -0.01 0.00
C 6.52319 -8.04095 -1.40858 -0.02 0.13 0.03
H -0.38166 -0.12629 4.19779 -0.01 0.05 0.03
B -4.14088 -0.30510 2.01846 0.38 0.37 0.00
C 3.19664 -2.47622 -2.52091 -0.08 0.01 0.00
C 6.30430 10.10522 3.41534 -0.01 -0.01 0.01
H -1.10595 -1.85457 5.27485 -0.02 0.00 0.02
N 5.23073 9.61639 4.26253 0.04 0.01 0.01
H -10.29761 -1.13460 -5.26761 -0.01 0.00 -0.01
C -3.29284 5.80091 -8.07091 -0.01 0.01 0.02
O -3.58391 -1.46809 2.51100 -0.65 -0.23 -0.10
H -3.84622 4.89649 -8.31785 0.00 0.00 -0.01
H 9.39127 -13.96258 -0.27499 0.00 -0.01 0.00
N 5.94034 -6.86030 -2.03305 0.01 -0.11 -0.02
C 1.83055 6.89085 2.62485 -0.03 -0.06 0.02
O 0.41365 0.02756 0.79047 0.00 0.08 -0.03
N -3.75382 6.31022 -6.79758 0.04 0.01 -0.01
H -0.29794 -3.09937 4.29030 -0.04 0.03 -0.04
H 3.27293 9.03193 4.42197 0.00 0.00 0.00
H 2.38388 -2.92139 -1.92124 0.01 0.00 0.00
H 7.77697 -13.02749 -3.33949 0.00 0.00 -0.01
C -3.15992 7.52015 -6.25376 -0.01 -0.01 -0.01
H -0.94555 4.54618 -3.46508 0.00 0.01 -0.01
H 6.03848 11.06442 2.97057 0.00 0.00 0.00
C 1.77411 5.11326 0.85387 0.04 0.05 0.07
C 8.92023 -13.87811 -1.25268 -0.01 0.03 -0.01
H -9.26167 -4.17855 -3.62151 -0.01 0.03 -0.04
H 5.23391 -3.37777 -0.26637 -0.03 -0.03 0.07
N -0.59104 0.06170 -1.24111 -0.03 0.05 -0.04
O 0.91068 -1.53569 4.93583 0.02 0.19 0.21
C 0.61924 0.54348 -1.88729 0.01 -0.05 0.03
H -4.55282 1.63065 6.04942 -0.03 0.03 -0.02
H -9.38670 -3.38250 -2.03956 0.00 -0.05 0.00
O 3.06064 -2.19351 -3.69853 0.00 0.00 0.01
H -4.03726 2.75122 4.77632 -0.02 0.02 0.02
C -2.41666 1.67313 5.72992 0.07 0.08 0.00
H -3.91708 8.29144 -6.11232 0.00 0.00 0.00
H 4.51555 -7.68715 -3.33757 -0.01 0.00 0.00
H -2.16370 0.63080 5.95666 -0.04 0.00 0.09
H -3.82196 6.03071 -2.71853 -0.01 -0.01 -0.03
H 7.20159 10.22341 4.01856 0.00 0.00 0.00
C 5.46969 -1.70055 -2.48954 -0.01 0.00 0.01
C -10.08157 -2.14866 -4.93563 0.01 0.00 0.03
H -2.98995 6.19225 -0.28517 0.00 0.00 0.01
O 0.26591 5.23432 -1.97971 0.01 -0.05 -0.06
H -1.57735 -0.94271 -2.80046 0.00 0.00 0.00
H 4.65871 -1.77073 0.20003 -0.06 0.03 -0.03
N -6.17194 -4.43366 0.22872 -0.01 0.07 0.04
C 1.15932 2.01156 4.30903 0.24 0.12 0.06
H -7.85525 -3.34522 -2.92346 0.00 -0.04 0.03
H 1.06803 7.66552 2.71005 0.02 0.02 0.00
C 5.34340 -6.97469 -3.34500 0.02 0.00 0.02
C 0.62350 -0.50922 3.99200 0.10 -0.15 -0.09
H -9.49791 -2.64912 -5.71082 0.00 0.00 0.00
H -3.45313 6.53130 -8.86641 -0.01 0.00 0.00
H -0.10865 4.16170 2.27406 -0.01 0.02 0.00
H 2.23730 6.71082 3.62192 0.02 0.02 0.00
H -1.62810 3.24551 4.48398 0.03 0.00 -0.09
H -5.02158 -5.26210 1.78077 0.00 0.00 0.00
C -6.43793 -5.51636 -0.52512 -0.01 -0.03 -0.02
C -0.82560 5.03042 -2.48053 0.01 0.02 0.05
N -9.35151 -2.09513 -3.68862 0.01 -0.03 0.01
H 5.79201 10.29138 6.17294 -0.01 0.00 0.00
H 6.88002 -11.72886 -2.52642 0.00 0.00 0.00
O 3.77022 9.58641 2.52816 0.02 -0.01 0.01
C 0.26323 5.07539 2.77017 -0.09 -0.07 0.06
H -11.02713 -2.68087 -4.81438 -0.01 0.00 0.00
H 0.91519 1.51125 -1.48131 -0.01 0.01 -0.01
C -9.02229 -0.93455 -3.08646 0.03 0.02 0.02
H -1.48843 5.34308 0.13496 0.00 -0.01 0.00
C -0.16812 -2.40922 5.13350 0.00 -0.07 -0.09
H -3.88540 4.43437 -1.95165 0.00 -0.01 0.00
N 1.25844 5.66691 2.09224 0.03 0.02 -0.06
H -2.69871 7.32349 -5.28531 0.01 0.00 0.00
H -4.91997 -3.49555 1.59416 0.03 0.00 0.00
H -2.33531 2.21717 6.67444 0.01 0.02 -0.01
H -5.11144 4.79054 -6.57510 -0.01 0.01 -0.01
H 6.41650 -8.88918 -2.07856 0.00 -0.01 -0.01
C -1.96862 5.99142 -0.59920 0.00 0.00 -0.01
N 4.32404 -2.28478 -1.81485 0.06 0.00 0.02
H -3.83039 -2.82120 4.25472 0.02 0.03 0.06
H 2.01018 2.61732 4.63331 0.02 0.02 -0.09
H 8.45053 -11.38551 -3.25272 0.00 0.00 0.00
H 1.63854 5.80477 0.02433 -0.01 -0.01 -0.02
H 5.22794 -0.70902 -2.87361 0.00 0.00 0.00
C -3.26930 5.10622 -2.55292 0.01 0.03 0.06
H -2.40171 7.88055 -6.94489 0.00 0.01 0.00
O -4.06077 0.82277 2.79978 -0.42 -0.24 0.11
H 6.50429 9.40559 2.60347 0.00 0.00 0.00
H -1.40747 1.62588 3.82786 -0.07 0.07 -0.05
H 6.29085 -1.62508 -1.78072 0.01 0.00 0.00
H -3.09603 4.64230 -3.52196 -0.01 0.00 -0.01
C 0.03767 2.17225 5.33947 -0.06 0.07 0.02
H -6.48284 -2.37915 -0.10614 -0.03 0.02 -0.01

Record 2
142
Properties=species:S:1:pos:R:3:forces:R:3 method="wB97M-V/def2-TZVPD" fmax_ev_per_a=2.701 smiles=CC1(C)CCCC(C)(C)N1O.CC1(C)CCCC(C)(C)N1O.COCCNCCOC.COCCNCCOC.COCCNCCOC.OCCO gap_ev=8.6 charge=0
H -4.35014 5.61833 -2.25959 -0.24 0.03 0.13
H -5.02906 -5.05984 -4.89628 0.19 0.16 0.37
C 10.27243 3.93125 5.23847 -0.82 -0.13 -0.11
H -3.18075 4.09056 0.53500 0.00 0.14 0.09
H 4.83925 2.50122 2.12478 0.99 -0.11 -0.64
C 8.04381 -0.00816 2.58009 -0.82 -0.01 -1.65
H -4.39023 -1.64448 3.66674 0.10 0.01 0.01
H 4.01128 8.04067 -2.09453 -0.04 -0.30 -0.42
C -2.38292 -2.20559 -2.53845 -0.99 -1.08 -1.19
C -1.70943 -3.02036 -3.67077 -0.38 1.18 -1.60
O -4.66734 -4.04026 5.51546 -0.45 1.20 1.23
O 3.71546 5.98108 -2.19396 -0.53 0.70 -0.40
C -4.28403 4.78524 -2.96503 -1.88 0.37 0.69
H -1.13497 -3.24417 4.23770 0.14 -0.04 0.14
C -3.21618 -3.54850 3.73680 0.80 0.94 0.47
N 3.15021 2.57218 -2.74267 1.20 0.42 -0.64
H -2.95921 0.36701 -2.79951 -0.16 -0.04 0.06
H 1.53365 0.66851 -3.46887 -0.20 -0.31 -0.11
H -4.37553 -4.90817 -6.46294 0.32 0.53 -0.22
C 2.55909 0.33063 -3.30790 0.37 -0.38 -0.03
H 2.01406 1.75853 2.64639 -0.06 -0.91 0.12
O 3.49528 1.25495 1.24997 -0.80 0.12 0.63
C -5.56031 -4.67801 3.44125 -0.31 0.42 -0.64
C -1.88579 -4.00088 4.46886 -0.91 0.60 -0.31
H 1.41870 0.84970 -0.09939 0.43 -0.24 0.31
H -1.41335 -2.25304 -4.39363 0.20 0.33 0.06
H -4.55282 0.24306 -3.64713 0.06 0.36 0.17
H 5.16844 7.04725 -1.22319 0.01 0.20 0.49
H -2.03009 -4.05108 5.54819 -0.07 0.24 0.00
H -6.16073 -4.92184 1.38469 -0.07 0.20 -0.01
H 3.33110 4.33134 -0.99326 0.29 0.49 0.96
H 2.29816 3.03170 1.70300 0.78 0.31 -1.10
H -2.56810 -2.76981 -1.62447 0.37 -0.21 -0.04
C 8.48066 1.31658 4.50960 -0.89 2.54 -0.18
C 2.25455 1.94404 1.59416 0.14 -0.98 0.87
H -6.37452 -2.75683 -3.64449 -0.16 0.01 -0.07
H 5.19417 3.20044 -2.49568 0.08 -0.61 -0.32
H -4.75539 5.08163 -3.90639 -0.08 0.27 -0.01
C -6.63530 -3.51707 3.48993 0.86 0.33 0.33
H -6.89450 3.20106 -1.68103 0.49 -0.37 -0.13
H -4.74604 -5.83991 1.68551 0.17 -0.19 0.58
H 0.77557 2.37441 0.13378 -0.49 0.31 0.20
H 7.12951 3.00055 5.01052 0.03 -0.06 -0.41
C 4.10935 7.15906 -1.46135 0.02 -0.89 -0.65
H -2.58039 5.18424 -3.61490 0.43 -0.21 -0.03
C -3.52590 3.35767 1.26468 0.24 -1.48 -0.52
H 3.39989 1.67924 -4.70869 0.05 0.40 0.07
H -2.86723 -4.79621 -3.97395 -0.18 -0.25 -0.29
H 10.41156 4.98405 5.48948 -0.31 -0.01 0.42
H -1.48982 -4.97164 4.17036 -0.34 -0.04 -0.35
H -2.55753 -1.62850 -5.92694 0.25 -0.55 0.09
H -4.42001 2.84910 0.89720 -0.33 0.43 -0.21
H -1.40707 2.46903 -0.38180 0.09 0.67 0.52
H -2.38771 -4.51368 1.97727 -0.17 -0.27 0.03
H 8.55390 1.95890 2.60407 -0.07 -0.08 -0.31
H 8.17217 2.50987 6.26866 0.78 0.63 0.32
H 4.10563 1.64888 3.23757 -0.59 -1.01 0.24
N -4.52980 -2.64443 -3.85881 1.72 -0.98 -0.40
C 3.52971 1.45427 -3.65075 -1.63 -0.46 1.83
H -1.84886 -0.05441 1.26541 0.03 -0.23 -0.07
O 8.97813 3.74085 4.67764 -0.35 0.39 -0.12
H -3.48364 -2.55257 -7.13982 0.26 -0.20 0.05
O 8.58469 1.26297 0.53910 -0.01 -1.12 -0.20
C -5.07799 3.57561 -2.48882 0.35 -1.45 0.06
H -6.41206 -5.84048 5.06958 0.03 0.09 0.06
H -4.69876 -4.82455 6.07083 0.31 -0.30 -0.32
H 8.20314 -0.89253 0.62424 0.64 0.30 -0.59
N 7.95666 1.33525 3.13039 0.24 -1.06 1.24
H -3.98134 -3.83330 0.42626 -0.72 -0.18 -0.25
C -3.80688 -1.65366 -3.00174 0.36 -0.52 1.71
H -0.88847 -0.10809 -0.22613 -0.08 0.20 -0.19
H 6.94731 2.40230 0.00577 -0.19 0.04 -0.37
C -2.03006 1.80849 0.22781 0.83 -2.21 -0.87
H 2.89819 -0.46758 -3.97334 -0.75 -0.47 -0.08
O 2.74643 -0.08269 -1.94926 1.60 1.63 -1.18
C 7.87326 2.04052 -0.44075 1.27 -0.58 0.63
H 7.19215 -0.63913 2.85414 -0.46 0.37 0.31
C 2.11926 -1.22140 -1.52912 -1.43 -0.45 0.44
H -4.97431 -2.88150 1.56881 0.56 0.52 -0.24
N -4.33623 -4.38848 4.22711 0.41 -1.60 -1.89
C -4.67076 -1.62685 -1.69452 0.77 0.60 -0.48
H 2.15017 -2.07715 -2.20878 0.42 0.00 -0.18
H -3.77100 3.80866 2.22380 0.41 -0.09 0.05
C -4.77995 -4.30775 -5.64834 -1.39 -0.51 0.11
O -2.56442 2.28565 1.41492 0.04 1.41 0.85
H 4.22719 4.09642 -3.66615 0.13 -0.13 -0.15
H -2.51947 -2.81928 1.71994 0.38 0.35 0.87
H -0.73467 -3.47517 -3.49210 -0.27 -0.33 0.74
C -6.30637 -5.91368 3.98572 -0.34 0.79 0.39
H 2.52816 -1.47683 -0.55182 0.00 -0.13 -0.08
C -3.01308 -3.65218 2.22217 -0.93 -0.80 -0.31
H -4.62130 2.98425 -1.69112 0.64 0.46 0.15
H -4.20470 -1.34257 -6.14571 -0.38 -0.20 0.04
H -3.11743 -0.24119 -4.47507 0.31 0.24 0.16
H 3.47803 7.38372 -0.60039 0.13 -0.47 0.33
H -4.29160 -0.81817 -1.06587 -0.14 0.15 0.08
C -3.43470 -2.02233 4.02395 0.75 -0.70 0.77
O -5.81031 -2.21850 -4.20694 -0.65 0.84 0.02
C 4.50649 1.46333 2.23463 -0.84 2.34 0.72
C -5.21595 -4.88440 1.92932 0.28 -0.44 0.40
H 1.05856 -0.97604 -1.40132 -0.31 -0.38 0.19
H 5.09269 4.91456 -1.22809 -0.08 -0.56 0.56
C 1.07988 1.49530 0.71315 0.87 0.30 -1.34
H -7.43783 -3.69431 2.77466 -0.01 -0.11 0.07
H 8.84272 -0.66517 2.93722 0.87 0.58 -0.24
C -3.48573 -2.16490 -6.12041 -0.95 0.59 -0.47
O -6.38281 3.90336 -2.08471 -0.46 1.36 -0.42
H -1.74878 -1.34606 -2.32653 -0.03 -0.08 0.26
H 7.99389 0.54169 5.10055 0.23 -0.21 -0.10
H -7.05313 -3.34879 4.48299 -0.06 -0.48 0.07
H 9.57128 1.26209 4.47455 0.13 -0.61 0.41
H -4.53273 -2.53579 -1.11238 -0.30 -0.13 -0.28
C -4.33240 -3.75689 1.45597 0.06 -0.02 -0.05
C -2.59624 -3.92922 -4.57931 0.19 0.48 1.68
H 4.47419 0.92112 -3.50813 0.71 0.90 0.24
H 2.98891 2.21261 -1.81007 0.14 -0.33 0.02
C -3.89671 -3.23403 -5.09002 2.26 0.60 1.15
C -3.57355 -0.21191 -3.48606 -1.10 -0.70 -1.19
H -5.96033 -6.92545 3.77893 0.34 0.24 -0.44
H -6.19567 -2.54483 3.26474 0.09 -0.10 -0.28
H -5.04297 2.89848 -3.34787 -0.41 -0.18 -0.13
H -5.75030 -3.89406 -5.92537 0.12 0.02 -0.42
H -5.71926 -1.43997 -1.92240 0.03 0.03 0.13
H -1.93853 -4.22950 -5.39518 -0.32 -0.19 -0.21
C 7.91198 0.08295 1.01909 -0.32 0.69 1.03
C -1.17876 0.51446 0.61992 -0.42 1.51 0.55
H -2.60040 -1.46457 3.59698 -0.16 0.03 -0.36
H 11.04755 3.75873 4.49015 0.05 -0.68 0.14
O -2.96843 4.42851 -3.16577 1.17 -0.33 -0.28
C 4.10849 4.72247 -1.65712 -0.91 0.18 -0.20
C 8.16399 2.70903 5.19282 -0.02 -1.54 -0.59
N 0.01836 0.82261 1.42445 -0.33 0.30 0.22
H 7.77282 1.49006 -1.37726 -0.53 -0.15 0.07
H -3.31429 -1.85070 5.09461 -0.52 0.05 0.08
H 5.33230 0.76615 2.34381 -0.29 -0.21 -0.78
H 6.85236 0.17681 0.77411 -0.12 0.14 0.07
H 8.57917 2.84069 -0.66248 -0.34 0.32 0.09
H 10.27565 3.27798 6.11102 0.97 0.18 0.13
H -2.81617 1.50976 -0.47450 -0.33 -0.22 0.04
H -7.31301 -5.73854 3.60458 -0.15 -0.75 -0.04
H -0.26170 1.47720 2.14568 -0.35 -0.26 0.31
C 4.19460 3.59861 -2.69459 0.75 0.85 -0.67